ORCA calculation (ωB97M-V/def2-TZVPD) on a cluster of 11 separate species, C44H110O22 in total.

Structure (XYZ):
```
176
Properties=species:S:1:pos:R:3:forces:R:3
C 10.461540 11.093440 -3.281152 0.6 0.6 -0.5
O 10.503431 9.721813 -2.997604 -0.6 -0.1 0.1
C 9.712783 9.418285 -1.851861 0.7 -0.4 -0.7
C 9.788207 7.936658 -1.609821 -0.2 -0.5 -0.5
O 8.927062 7.707575 -0.522643 0.3 0.0 0.9
C 8.599941 6.350566 -0.235673 0.1 0.5 -1.3
H 10.942520 11.255516 -4.248097 0.2 -0.1 0.1
H 11.016495 11.660874 -2.524701 -0.1 0.1 0.0
H 9.471655 11.550530 -3.394263 -0.3 -0.5 0.3
H 8.664121 9.632949 -2.068182 0.0 0.5 0.4
H 10.155809 9.913630 -0.983690 -0.6 0.4 0.1
H 10.837064 7.635828 -1.495403 0.0 -0.1 0.6
H 9.453807 7.399945 -2.507480 -0.2 0.0 0.0
H 8.028178 6.016060 -1.106487 0.0 -0.6 0.1
H 7.960925 6.286304 0.638920 0.2 0.2 0.1
H 9.499592 5.745537 -0.129292 0.0 -0.1 0.1
C 11.769698 0.889083 -2.647080 0.5 -1.2 0.4
O 12.197617 1.442095 -3.864880 -0.5 0.6 -0.6
C 12.707994 2.748958 -3.878900 0.9 0.3 1.3
C 11.790011 3.859464 -3.406836 -2.0 -0.8 -0.1
O 11.460354 3.820023 -2.006948 0.9 0.5 -0.1
C 12.449177 4.489726 -1.258305 0.6 -0.1 1.0
H 10.763958 1.141403 -2.308161 0.1 0.4 -0.2
H 12.482571 1.019486 -1.823721 0.0 0.5 -0.1
H 11.801331 -0.187558 -2.829709 -0.3 0.0 0.0
H 13.055404 2.950229 -4.890057 -0.1 0.0 -0.1
H 13.578704 2.792650 -3.204644 0.3 -0.2 -0.2
H 10.818299 3.631985 -3.860161 0.0 0.4 -0.3
H 12.093603 4.867731 -3.690502 0.3 -0.1 -0.1
H 12.361680 5.580188 -1.188354 -0.3 0.1 -0.7
H 13.459461 4.232171 -1.588979 0.0 0.1 -0.2
H 12.422330 4.190054 -0.206573 -0.3 -0.4 -0.1
C 17.019597 6.776743 4.898565 0.9 -1.2 -1.4
O 16.436338 5.656744 5.521815 -0.5 0.0 0.4
C 15.032109 5.616665 5.339856 0.0 0.9 0.4
C 14.305367 4.664425 6.271103 0.3 0.5 -0.6
O 14.739055 3.342092 6.105475 0.5 -1.2 0.4
C 14.152222 2.586489 5.077786 -2.2 1.2 -0.6
H 16.514477 7.736155 5.004334 -0.1 0.0 0.5
H 17.104800 6.561684 3.820285 -0.5 0.3 -0.1
H 18.077140 6.765383 5.162212 -0.2 0.5 0.6
H 14.744430 5.432503 4.298986 0.2 -0.1 -0.1
H 14.664273 6.620617 5.595704 -0.3 0.0 -0.2
H 13.244194 4.852138 6.059778 -0.1 -0.5 0.0
H 14.470309 4.944279 7.312344 0.2 -0.1 0.0
H 14.606901 1.645488 4.789896 0.8 0.2 0.4
H 13.962185 3.206219 4.191382 0.7 -0.1 -0.3
H 13.098746 2.361156 5.313364 0.0 -0.3 0.5
C 13.585755 8.164343 8.644401 1.7 0.1 0.2
O 13.793948 8.135457 10.045768 -0.3 -0.2 -0.4
C 13.942226 6.841403 10.641565 1.1 1.7 -0.2
C 14.469299 7.172087 12.027566 -2.0 -1.4 0.7
O 15.726055 7.758061 12.103593 0.0 -0.1 -0.5
C 16.212466 7.804924 13.427027 0.6 0.9 -0.2
H 12.982545 7.341228 8.257592 -0.4 0.1 0.1
H 14.587102 8.098645 8.194216 -0.1 -0.3 -0.3
H 13.260693 9.162672 8.359751 -0.6 -0.1 0.1
H 14.696444 6.192689 10.178759 -0.2 0.2 -0.6
H 12.939788 6.413742 10.616374 0.2 -0.6 0.5
H 14.463919 6.217092 12.578123 0.2 0.0 0.1
H 13.638352 7.736363 12.475762 0.5 0.6 0.3
H 15.936064 8.748494 13.909586 -0.6 -0.2 0.2
H 17.299224 7.896674 13.379348 0.0 -0.5 -0.2
H 15.921724 6.930818 14.008318 0.0 0.0 0.1
C 10.409865 6.087049 6.063199 1.2 0.2 -0.2
O 10.991128 5.421861 4.953700 -0.3 0.2 -0.4
C 10.008975 4.637272 4.324674 0.0 -0.8 -0.4
C 10.515726 4.138030 2.997873 -0.3 0.4 -1.6
O 9.455911 3.501524 2.312355 -1.7 -0.5 0.5
C 9.829094 3.049940 1.042157 2.2 -0.9 0.1
H 11.201719 6.703303 6.502960 0.0 -0.4 0.2
H 10.079383 5.307764 6.756698 -0.5 0.6 0.3
H 9.683261 6.830105 5.725625 -0.5 -0.5 0.1
H 9.066334 5.161926 4.140943 0.1 0.2 0.2
H 9.791023 3.736574 4.915635 -0.2 0.2 0.3
H 11.368209 3.454186 3.120093 0.1 0.2 -0.1
H 10.712396 4.955888 2.282557 1.0 0.3 0.8
H 10.612161 2.298793 1.237636 0.3 0.0 -0.4
H 10.307240 3.840767 0.455962 -0.2 0.1 -0.1
H 9.137539 2.498173 0.408844 -1.0 0.5 0.6
C 10.459369 -2.159066 11.666699 -0.4 0.0 -0.2
O 11.008374 -2.117648 10.364540 0.0 -0.3 0.2
C 10.795297 -0.873029 9.724004 -0.1 -0.4 -0.2
C 10.390830 -1.100589 8.269209 1.3 0.0 -0.9
O 10.105316 0.141680 7.661898 -0.9 0.8 0.5
C 10.850867 0.531730 6.514109 -0.4 -0.6 0.9
H 10.786714 -3.037184 12.221691 0.3 0.0 -0.3
H 9.369897 -2.248735 11.578028 0.0 0.3 0.2
H 10.737627 -1.266504 12.233664 -0.1 0.0 0.1
H 11.758346 -0.353520 9.743975 -0.2 0.4 -0.1
H 10.034142 -0.281308 10.238234 0.0 0.0 0.0
H 9.595866 -1.818407 8.062114 -0.4 0.1 0.6
H 11.265128 -1.540850 7.771689 0.1 -0.1 0.0
H 10.429924 1.462588 6.134789 -0.1 -0.1 0.0
H 10.710610 -0.262993 5.778410 0.7 0.2 -0.3
H 11.870902 0.741008 6.847651 0.3 -0.3 -0.6
C 17.009199 -2.269549 2.848887 -0.3 -0.6 -0.7
O 16.997817 -1.089232 2.087924 0.1 0.0 -0.2
C 17.014006 0.115237 2.861943 1.2 -0.8 -1.9
C 16.574213 1.252118 1.953103 -1.1 1.0 0.8
O 15.165161 1.340967 2.043862 -1.2 0.2 0.6
C 14.610778 2.506291 1.456413 0.7 -0.4 -1.1
H 17.185763 -3.105735 2.167360 -0.1 0.2 -0.2
H 16.006670 -2.426695 3.258067 0.2 -0.1 0.6
H 17.821778 -2.382427 3.572537 -0.2 0.6 0.3
H 18.079994 0.301636 3.047710 -0.2 0.1 0.8
H 16.411606 -0.087015 3.747883 0.0 0.8 0.2
H 16.850864 1.213055 0.892448 0.4 -0.7 0.2
H 16.981040 2.207814 2.320077 0.2 -0.2 0.2
H 13.538840 2.642369 1.591218 0.0 -0.6 0.6
H 14.737041 2.378693 0.374025 0.1 0.5 -0.2
H 15.108821 3.422742 1.784939 0.2 0.0 0.1
C 9.747251 6.215698 10.109247 -0.4 0.8 0.1
O 9.252093 5.152788 9.343531 -0.1 0.1 0.0
C 8.424263 4.237621 10.066002 1.1 0.2 -0.7
C 8.201725 3.063965 9.149171 -1.6 -1.7 1.7
O 7.032601 3.235893 8.348394 1.2 1.0 -1.1
C 7.153309 2.539594 7.131686 -0.2 -1.1 -0.5
H 8.965975 6.755349 10.659950 -0.2 -0.2 0.0
H 10.143766 6.962944 9.420774 0.3 -0.2 0.0
H 10.503571 5.944782 10.853091 0.1 -0.3 -0.2
H 7.479693 4.702760 10.356791 0.0 0.0 0.1
H 9.014332 3.939875 10.938945 -0.4 -0.3 0.2
H 7.899764 2.178536 9.735424 0.4 0.2 0.6
H 9.120152 2.686966 8.693452 -0.1 0.7 -0.8
H 6.808713 1.503619 7.249054 -0.1 0.0 0.1
H 8.181537 2.439140 6.773151 0.1 0.3 0.1
H 6.567844 2.966779 6.317390 -0.1 0.4 0.3
C 6.224725 3.459349 -5.668740 -0.6 -0.6 0.2
O 6.951066 2.774161 -4.676973 0.4 -0.3 -0.1
C 7.708646 3.594871 -3.809512 -1.0 0.3 0.3
C 8.270880 2.770846 -2.674968 0.4 -0.6 -0.2
O 7.367279 2.342948 -1.653918 -0.1 0.3 0.1
C 6.080811 1.960623 -2.114874 0.0 0.0 -0.2
H 5.233897 3.729605 -5.283525 0.1 0.4 0.1
H 6.011965 2.721960 -6.443768 0.3 0.2 -0.2
H 6.737106 4.329210 -6.083030 0.1 0.0 0.0
H 7.051805 4.347531 -3.346967 0.1 0.3 -0.3
H 8.482851 4.069564 -4.419934 0.2 0.2 0.4
H 9.050454 3.312026 -2.140540 0.0 0.2 -0.1
H 8.762704 1.918179 -3.161682 -0.1 -0.3 0.2
H 5.451963 1.528810 -1.335299 0.6 0.0 0.5
H 6.200645 1.207812 -2.895174 -0.3 0.2 -0.2
H 5.539659 2.848068 -2.454680 0.0 -0.2 -0.4
C 9.581357 -0.912183 0.331038 0.1 -0.4 1.4
O 10.591425 -1.750660 -0.192619 0.0 0.3 -1.4
C 11.068401 -2.709383 0.678575 -1.0 -1.2 1.8
C 12.154522 -2.301860 1.659541 1.1 -0.2 -0.4
O 11.785781 -1.221807 2.505502 0.2 -0.3 -0.4
C 12.757048 -1.062102 3.510765 0.5 0.9 0.3
H 8.934330 -0.442893 -0.406617 0.6 0.0 -0.5
H 10.078420 -0.205163 0.999142 -0.4 0.4 -0.1
H 8.920466 -1.531654 0.951321 -0.1 0.1 0.1
H 11.292691 -3.641757 0.151531 0.8 0.4 -0.4
H 10.257341 -3.105004 1.319955 -0.3 0.5 0.0
H 13.100827 -2.092635 1.137619 -0.2 0.6 -0.2
H 12.476042 -3.140434 2.293497 -0.6 -0.4 -0.1
H 12.618974 -1.737018 4.358752 -0.1 -0.2 0.0
H 12.741178 -0.030224 3.867303 -0.5 0.0 0.1
H 13.791497 -1.142286 3.157765 -0.1 -0.4 -0.4
C 6.211201 11.664750 10.882182 -0.4 0.2 0.3
O 6.787521 10.456810 10.466779 0.1 0.1 0.2
C 6.401864 10.065712 9.182792 -0.3 -0.9 -0.7
C 7.192666 8.824457 8.840626 0.8 -0.6 0.5
O 6.705402 8.217262 7.677752 0.2 0.6 -0.1
C 7.401639 7.003749 7.351926 -1.8 1.1 0.6
H 6.342555 11.770064 11.959638 0.4 0.0 -0.1
H 5.122249 11.678836 10.743378 0.0 -0.1 -0.3
H 6.653181 12.521431 10.363476 0.0 0.0 0.0
H 6.591597 10.804475 8.393891 0.0 0.3 0.3
H 5.341456 9.781499 9.136836 -0.1 0.3 0.1
H 7.186450 8.110304 9.678112 -0.4 0.1 0.1
H 8.262281 9.079690 8.768277 0.0 0.1 -0.4
H 7.091057 6.292634 8.122381 0.6 -0.4 -0.2
H 8.470892 7.192097 7.331118 0.0 -0.3 -0.1
H 6.923056 6.765856 6.403184 0.7 -0.5 -0.2
```
Forces are in eV/Å.

Values from the calculation:
Electronic energy = -92439.962 eV
SMILES = COCCOC.COCCOC.COCCOC.COCCOC.COCCOC.COCCOC.COCCOC.COCCOC.COCCOC.COCCOC.COCCOC
Gap between HOMO and LUMO = 9.984 eV